{"formula": "C5H10O", "method": "ωB97M-V/def2-TZVPD", "smiles": "C[C@H]1CC[C@H]1O", "lumo_energy_ev": 1.031, "molar_mass_g_mol": 86.1, "total_energy_ev": -7393.777, "species": ["O", "C", "C", "C", "C", "C", "H", "H", "H", "H", "H", "H", "H", "H", "H", "H"], "xyz": [[0.20347, 0.57307, 2.05912], [1.04845, -1.03694, 0.25966], [-0.79618, 0.01444, -0.23752], [-0.52385, 1.46120, -0.66088], [0.08318, -1.05069, -0.94592], [-0.08355, -0.39377, 1.08694], [-0.66752, -1.15929, 1.60601], [0.35183, 1.54483, -1.31446], [0.50158, -0.77570, -1.91946], [-1.37614, 1.89777, -1.18796], [1.87864, -0.33607, 0.11277], [1.45336, -1.99275, 0.60648], [-0.42813, -2.01318, -1.04753], [-0.35412, 2.10954, 0.20877], [-1.87341, -0.18324, -0.24727], [0.58237, 1.34078, 1.62125]], "forces_ev_per_angstrom": [[0.0314, -0.0038, 0.0638], [0.1577, -0.0024, 0.0927], [-0.1261, 0.0585, 0.0523], [0.0514, 0.0811, -0.0124], [-0.0386, -0.0762, -0.1690], [-0.1485, -0.2582, -0.0587], [0.0734, 0.0471, -0.0937], [-0.0936, -0.0182, 0.1206], [-0.0937, -0.0163, 0.1510], [0.1244, -0.1273, -0.0282], [-0.1344, -0.0574, 0.0123], [-0.0466, 0.1787, -0.0362], [0.0467, 0.1640, 0.0248], [-0.1066, -0.0269, -0.1863], [0.1795, 0.0480, 0.0243], [0.1237, 0.0095, 0.0426]]}

=====

{"formula": "C32H49GeN3O4S2Si3W", "method": "ωB97M-V/def2-TZVPD", "lumo_energy_ev": [-3.578, -5.146], "molar_mass_g_mol": 944.6, "s_squared": 0.7735, "total_energy_ev": -150281.540, "spin_multiplicity": 2, "charge": 1, "species": ["W", "Ge", "S", "S", "Si", "Si", "Si", "O", "O", "O", "O", "N", "N", "N", "C", "C", "C", "C", "C", "C", "C", "C", "C", "C", "C", "C", "C", "C", "C", "C", "C", "C", "C", "C", "C", "C", "C", "C", "C", "C", "C", "C", "C", "C", "C", "C", "H", "H", "H", "H", "H", "H", "H", "H", "H", "H", "H", "H", "H", "H", "H", "H", "H", "H", "H", "H", "H", "H", "H", "H", "H", "H", "H", "H", "H", "H", "H", "H", "H", "H", "H", "H", "H", "H", "H", "H", "H", "H", "H", "H", "H", "H", "H", "H", "H"], "xyz": [[-0.91198, -0.88222, 0.48358], [1.11758, 0.90130, -0.62770], [-1.14412, -3.08475, 1.71744], [-2.25140, -2.47489, -1.03784], [1.68794, 0.20285, -2.91887], [0.93788, 3.39244, -0.63904], [3.23015, 0.89066, 0.60694], [0.28037, -1.85795, -0.92979], [-0.19095, -0.23914, 3.10433], [1.72419, -3.43329, -1.58734], [1.14107, -0.76622, 4.83149], [-3.14793, -1.05637, 1.44381], [1.15112, -1.78532, 1.43860], [-1.59971, 0.85792, 1.12943], [-1.68464, -0.08413, -1.41669], [-1.80159, 1.17188, -2.00217], [3.03573, -3.59802, 2.43485], [-5.55878, -3.90415, 1.07655], [-2.48797, 1.31904, -3.19970], [1.51384, -1.78517, 2.73341], [-3.02058, -1.02309, -3.29451], [2.13873, 4.13437, -1.88859], [-3.35139, -4.73604, 1.56677], [-0.89112, 1.97302, 1.73011], [1.83108, 1.71859, -4.02019], [0.74151, -0.84676, 3.57138], [-5.07981, -2.60216, 1.07595], [-2.33861, -1.14091, -2.07199], [-2.99604, 1.25598, 0.94340], [1.24588, -2.70816, -0.75017], [-3.08647, 0.22925, -3.85432], [0.52025, -0.92366, -3.85163], [-3.13391, -0.77766, 2.91559], [-2.85732, -3.43832, 1.55112], [-3.73252, -2.37885, 1.31339], [4.25642, -0.68765, 0.59390], [1.42838, 4.18619, 1.00513], [-0.68688, 4.21882, -1.15588], [2.44787, -2.65070, 3.26473], [2.67160, -3.61166, 1.10693], [-3.87664, 0.02996, 0.77750], [3.36800, -0.63315, -2.89559], [3.03017, 1.36718, 2.42935], [1.73498, -2.69053, 0.66011], [-4.69929, -4.96412, 1.33387], [4.36387, 2.16946, -0.18429], [-6.60579, -4.08908, 0.87970], [-4.03188, -0.23823, -0.26580], [-4.85156, 0.19723, 1.24227], [4.13352, -0.04120, -2.39106], [0.57376, -0.13621, 5.30224], [4.02750, 3.19785, -0.07306], [3.32581, -1.62080, -2.43692], [-0.89916, 4.04759, -2.21366], [-1.28141, 2.13815, 2.74190], [-5.75596, -1.77932, 0.88751], [-0.51940, 5.29391, -1.03898], [2.68219, -2.59191, 4.31739], [3.68907, -0.77214, -3.93224], [3.06932, -4.31375, 0.38751], [-3.30695, 1.83787, 1.81663], [2.94357, 0.47851, 3.05704], [2.35621, 5.14971, -1.54289], [3.08619, 3.61751, -2.00354], [-2.59703, -1.57237, 3.42330], [1.67507, 4.21480, -2.87077], [-1.36257, 2.03741, -1.53630], [-2.67290, -5.56261, 1.73206], [0.39877, -1.90523, -3.40083], [2.68320, 2.35175, -3.78013], [0.17015, 1.77530, 1.80526], [5.30591, -0.39490, 0.68744], [4.16183, -1.27178, -0.32068], [3.92955, 1.89297, 2.76222], [1.96607, 1.35668, -5.04363], [-3.60527, 0.38517, -4.79041], [0.92914, 2.33436, -4.00679], [-2.56378, 2.30370, -3.64547], [-4.16850, -0.75196, 3.26453], [-3.48745, -1.88524, -3.75278], [-2.64000, 0.16450, 3.11860], [-1.04988, 2.89108, 1.16321], [2.45032, 3.93913, 1.29148], [3.75403, -4.30458, 2.82690], [4.03191, -1.32798, 1.44414], [5.33365, 2.08353, 0.31497], [1.39444, 5.26844, 0.84736], [-5.07761, -5.97738, 1.33492], [4.52726, 1.97872, -1.24684], [-1.58093, 3.96942, -0.58322], [0.78279, 3.96508, 1.85306], [-3.09498, 1.91578, 0.07481], [2.18382, 2.02163, 2.63506], [0.97421, -1.05763, -4.83905], [-0.45517, -0.46733, -4.00980]], "forces_ev_per_angstrom": [[-0.3127, -0.1578, -0.5643], [0.0722, 0.0403, -0.0038], [0.0122, 0.0688, 0.0077], [-0.0067, -0.0454, -0.0184], [0.0095, -0.0102, -0.0093], [-0.0016, -0.0045, -0.0068], [-0.0105, 0.0154, 0.0321], [0.1043, 0.0581, 0.0990], [-0.0077, 0.0601, 0.2180], [0.0063, 0.0140, -0.0091], [0.0077, 0.0006, 0.0020], [-0.0131, 0.0151, 0.0136], [0.0524, 0.1152, 0.1058], [0.1929, -0.0833, 0.1188], [-0.0017, 0.0322, 0.0250], [-0.0231, -0.0178, -0.0042], [0.0066, 0.0062, 0.0092], [-0.0014, 0.0057, -0.0020], [-0.0049, 0.0041, -0.0006], [-0.0025, -0.0136, 0.0043], [0.0137, -0.0097, 0.0112], [-0.0205, 0.0288, 0.0089], [-0.0004, -0.0011, 0.0006], [0.0139, 0.0427, -0.0436], [0.0132, 0.0020, 0.0005], [0.0166, -0.0187, -0.0614], [-0.0018, -0.0041, -0.0013], [-0.0017, -0.0060, -0.0047], [-0.0194, -0.0070, 0.0352], [-0.0273, -0.0580, -0.0209], [0.0040, 0.0134, -0.0030], [0.0094, -0.0105, 0.0270], [-0.0027, -0.0372, -0.0088], [-0.0063, -0.0070, 0.0102], [-0.0121, 0.0139, -0.0071], [-0.0033, -0.0079, -0.0165], [0.0117, 0.0134, -0.0102], [-0.0050, 0.0133, 0.0239], [-0.0002, -0.0010, -0.0033], [-0.0036, 0.0058, -0.0129], [-0.0112, 0.0056, 0.0209], [0.0167, 0.0368, -0.0031], [-0.0007, -0.0220, -0.0143], [-0.0040, 0.0150, 0.0002], [0.0001, -0.0011, -0.0016], [-0.0060, 0.0038, -0.0079], [0.0003, -0.0003, 0.0003], [0.0026, 0.0048, -0.0016], [-0.0012, -0.0043, 0.0035], [-0.0036, -0.0056, -0.0067], [-0.0031, 0.0003, -0.0049], [-0.0038, 0.0102, 0.0038], [-0.0048, -0.0287, 0.0149], [0.0002, -0.0155, 0.0007], [0.0043, -0.0004, -0.0002], [0.0007, 0.0018, -0.0009], [-0.0073, -0.0023, -0.0032], [-0.0007, 0.0037, -0.0008], [-0.0036, 0.0039, -0.0011], [-0.0006, -0.0012, 0.0008], [-0.0047, -0.0060, 0.0009], [-0.0007, 0.0074, 0.0162], [0.0037, -0.0005, -0.0043], [0.0052, -0.0072, 0.0031], [0.0040, -0.0001, 0.0004], [0.0042, 0.0087, 0.0133], [0.0123, 0.0082, -0.0003], [0.0010, 0.0007, 0.0013], [-0.0057, -0.0092, 0.0246], [-0.0160, -0.0179, -0.0113], [0.0048, -0.0020, -0.0024], [-0.0009, -0.0039, -0.0039], [0.0008, -0.0085, 0.0069], [0.0154, -0.0062, -0.0246], [-0.0014, -0.0060, -0.0002], [-0.0023, -0.0032, 0.0005], [-0.0016, -0.0031, -0.0014], [0.0006, -0.0012, -0.0007], [-0.0008, -0.0012, 0.0011], [-0.0013, 0.0020, -0.0033], [0.0038, 0.0008, 0.0035], [-0.0073, -0.0007, -0.0084], [0.0131, -0.0015, 0.0007], [-0.0013, -0.0020, -0.0019], [-0.0143, -0.0119, 0.0200], [-0.0022, -0.0018, 0.0007], [0.0011, -0.0028, -0.0036], [-0.0002, 0.0002, -0.0002], [0.0004, 0.0001, 0.0051], [0.0007, 0.0012, 0.0097], [-0.0062, 0.0019, 0.0071], [0.0113, -0.0004, 0.0049], [-0.0126, -0.0038, 0.0034], [0.0032, -0.0105, 0.0062], [-0.0371, 0.0074, -0.0026]]}

=====

{"formula": "C6H6", "method": "ωB97M-V/def2-TZVPD", "smiles": "C#CC1=C[C@H]1C", "lumo_energy_ev": 0.604, "molar_mass_g_mol": 78.1, "total_energy_ev": -6313.852, "species": ["C", "C", "C", "C", "C", "C", "H", "H", "H", "H", "H", "H"], "xyz": [[-0.31918, -0.79679, 0.73481], [0.05141, 0.08769, -1.65563], [0.91493, 2.10765, -0.37987], [-0.86823, -0.03549, -0.44820], [1.94547, 2.52169, 0.09903], [0.06696, 1.11313, -0.84740], [2.62125, 3.00507, 0.76008], [-0.77374, -0.51723, 1.76918], [-0.58791, -1.87971, 0.49574], [-1.93613, -0.02572, -0.41254], [0.81901, -0.59213, 0.85086], [0.17236, -0.25699, -2.63746]], "forces_ev_per_angstrom": [[0.4644, -1.1088, 1.3022], [-2.0095, 1.0057, 1.0834], [0.9465, -0.0371, 0.3467], [2.3526, 0.8163, 0.9198], [-0.9076, 0.6073, 0.3843], [-0.6044, -1.1481, -0.9256], [0.3677, 0.0697, -0.2140], [0.4746, -0.3984, -1.9080], [0.8481, 0.9811, 0.9078], [-0.6924, 0.6569, -0.6996], [-1.8960, -0.8044, -0.3344], [0.6561, -0.6403, -0.8627]]}

=====

{"formula": "C4H6BaO", "method": "ωB97M-V/def2-TZVPD", "lumo_energy_ev": [-3.194, -3.556], "molar_mass_g_mol": 207.4, "s_squared": 0.7503, "total_energy_ev": -6976.465, "spin_multiplicity": 2, "charge": 1, "species": ["Ba", "O", "C", "C", "C", "C", "H", "H", "H", "H", "H", "H"], "xyz": [[1.24348, 2.55547, -4.06107], [1.03843, 0.81138, -1.70395], [-1.18465, 0.15062, 1.41424], [0.71021, -0.74981, 0.06069], [0.25779, 0.15806, -1.01976], [-0.17586, -0.74712, 1.25591], [-0.99434, 1.21799, 1.26891], [1.77148, -0.59350, 0.29124], [-1.96212, -0.06939, 2.14950], [0.38587, -1.60284, -0.69851], [-0.84134, 0.57555, -0.73186], [-0.24895, -1.70639, 1.77467]], "forces_ev_per_angstrom": [[-0.0203, -0.4125, 0.5700], [-0.6038, -0.3743, -1.4408], [1.7197, -0.2796, 2.0009], [-0.3923, -0.2860, -1.8728], [-0.6365, 4.0664, 3.2737], [-2.3635, -0.4907, -0.7234], [-0.5358, -0.2661, -0.9191], [-0.1405, -0.7521, -0.6267], [0.2482, 0.1235, -0.1753], [1.1935, -0.1520, 1.9384], [1.5588, -1.4040, -1.8763], [-0.0276, 0.2274, -0.1487]]}

=====

{"formula": "C4H11N3O2", "method": "ωB97M-V/def2-TZVPD", "lumo_energy_ev": -0.299, "molar_mass_g_mol": 133.2, "total_energy_ev": -12889.555, "species": ["O", "O", "N", "N", "N", "C", "C", "C", "C", "H", "H", "H", "H", "H", "H", "H", "H", "H", "H", "H"], "xyz": [[-1.44951, -0.73066, 1.01655], [-2.95263, -1.10994, -0.61085], [1.88089, 0.55998, 0.54461], [1.83383, 2.01008, -1.39024], [-0.21835, 1.76748, -0.16114], [-2.09883, -2.94173, 0.26106], [-2.20731, -1.42057, 0.25235], [1.15572, 1.47246, -0.23273], [3.37557, 0.36973, 0.33588], [3.70324, -0.63277, 0.67481], [-0.92537, 1.04256, 0.33366], [2.85039, 2.11905, -1.37189], [-1.29350, -3.06910, 1.03509], [1.37946, -0.28186, 0.91831], [3.91455, 1.08785, 0.91049], [3.66537, 0.47700, -0.64425], [-1.91525, -3.50475, -0.60252], [-0.59522, 2.62623, -0.36865], [-2.96313, -3.41751, 0.72618], [1.57116, 3.03593, -1.50884]], "forces_ev_per_angstrom": [[0.2747, 0.8731, -0.1704], [-3.1134, 3.4183, -3.0796], [-1.0777, 0.2817, -1.6252], [-0.7500, 2.7112, 2.1419], [3.0770, -5.3652, 2.4783], [1.5297, -0.2488, 4.7286], [2.1971, -2.4506, 0.6602], [-0.8238, -0.4889, -1.1488], [-1.8096, -0.9335, 2.0339], [-0.6104, 0.5532, -0.1401], [1.6073, 0.6491, -0.5892], [-0.2764, -0.8327, 0.4966], [-0.2934, -0.8604, -0.7822], [0.0788, 1.4454, -0.2211], [0.2259, 0.6094, 0.6015], [0.4070, 0.0189, -2.3964], [0.4738, -0.0480, -1.6225], [-0.4621, 2.2091, -1.1464], [-0.3222, 0.3152, -0.0122], [-0.3323, -1.8566, -0.2068]]}

=====

{"formula": "H4S2Si", "method": "ωB97M-V/def2-TZVPD", "lumo_energy_ev": [-1.149, -1.089], "molar_mass_g_mol": 96.3, "total_energy_ev": -29610.157, "species": ["S", "S", "Si", "H", "H", "H", "H"], "xyz": [[1.93553, 0.97399, 0.60422], [0.03076, -1.96679, -0.12197], [-0.01576, 0.12904, -0.17617], [2.04531, 2.13960, -0.02900], [-2.46379, -0.10171, 1.14778], [-1.29972, -1.90399, 0.00749], [-0.23232, 0.72985, -1.43235]], "forces_ev_per_angstrom": [[-1.1519, -1.1591, 0.0060], [0.3156, -0.2674, -0.0938], [0.5169, 0.5576, 2.2415], [-0.3893, 0.1316, -0.3545], [1.0920, 0.3631, -0.5682], [-0.0638, -0.2256, 0.0359], [-0.3195, 0.5997, -1.2669]]}